1.
{
  "formula": "C18H54BeO9S9",
  "method": "ωB97M-V/def2-TZVPD",
  "e_tot_ev": -135856.254,
  "e_homo_ev": -12.26,
  "mol_weight_g_mol": 712.236,
  "homo_lumo_gap_ha": 0.076,
  "charge": 2,
  "relative_energy_kcal_mol": 288.1,
  "elements": ["H", "O", "H", "H", "O", "H", "H", "C", "H", "H", "H", "H", "Be", "H", "O", "C", "C", "C", "H", "O", "H", "H", "H", "H", "H", "C", "C", "O", "H", "S", "H", "H", "H", "S", "H", "S", "O", "H", "H", "H", "S", "S", "C", "H", "C", "S", "O", "H", "S", "H", "H", "H", "H", "H", "C", "H", "H", "O", "H", "C", "O", "H", "H", "H", "H", "H", "H", "H", "H", "H", "H", "C", "H", "H", "C", "H", "C", "S", "S", "C", "H", "H", "H", "C", "H", "C", "H", "C", "H", "H", "C"],
  "positions_angstrom": [[-1.667199, 3.881400, -6.218542], [4.568711, 0.323220, -1.199262], [3.379391, -1.308660, 7.446878], [4.903141, -0.090870, 4.698068], [0.329501, -1.282780, -4.878832], [2.646951, -6.393770, 1.405988], [-5.749879, 3.813040, 2.375048], [-2.553869, -4.825060, 4.995108], [-2.354809, -5.863490, 5.259938], [-2.973159, 2.809510, -5.513642], [-6.148429, -1.816670, -0.338192], [7.271411, 0.922660, -3.632362], [0.102281, -0.150410, -0.302422], [4.696631, -5.262940, -2.331802], [-1.151629, 3.133030, -3.269192], [-3.270549, -5.759460, 2.635208], [3.368761, 6.189490, 2.339928], [-3.540829, 4.428560, -3.004772], [-3.359399, -5.759040, 1.548828], [-3.066739, 2.269570, 2.672528], [7.262851, 0.618400, -0.324562], [-4.725619, 4.331910, 3.779788], [-7.495769, -1.824660, -1.462352], [1.026901, 7.420610, 2.970948], [2.618321, -0.286680, -7.339382], [2.935151, -0.704400, 6.655908], [-5.371599, 3.558110, 3.365008], [2.364641, -4.600700, -0.465432], [4.035901, -6.926580, -1.983262], [-2.006419, -4.573090, 3.256768], [-0.609309, -1.578530, -8.363462], [-3.992159, 3.502420, -2.648862], [5.238571, -1.444490, 3.842338], [-1.883719, 4.278830, -3.894922], [-6.233079, 3.478780, 4.028068], [0.789461, -1.579030, -6.301312], [2.196891, -0.642250, 4.026218], [4.315911, -7.121110, 1.422288], [3.539521, 0.202630, 6.667528], [-5.635819, -0.490540, -4.655832], [-5.257969, -1.375820, -2.473942], [3.757271, -5.173070, -0.164462], [4.492791, -6.023640, -1.578232], [-1.381129, -1.112090, -6.758112], [-3.903109, 2.423350, 5.197858], [3.027251, -1.488250, 4.963998], [-4.198729, -0.331910, -2.097982], [-3.412109, 3.384810, 5.348238], [-4.370779, 2.052590, 3.459988], [3.303571, 7.144850, 2.860638], [3.039291, -7.529270, 0.233308], [5.391011, -1.482920, 5.652198], [4.288291, 5.777680, 2.755838], [-1.164969, -2.771810, -7.136672], [3.498971, -6.730600, 0.815478], [6.424501, 2.151320, 0.228378], [7.702431, 2.159170, -1.100812], [1.634561, 4.238370, 1.427768], [-3.299219, 5.045670, -2.139382], [4.790851, -1.170490, 4.797618], [-2.446969, -3.210170, 2.792508], [-1.905529, -4.228100, 5.636518], [5.819841, -0.002680, -3.648032], [-4.238549, -5.437020, 3.018748], [-0.169479, 6.258090, 2.960368], [-3.162969, -6.722430, 3.134428], [1.019331, -0.137810, -8.143402], [7.100401, -0.381050, -2.520752], [3.441511, 6.441830, 1.282048], [5.375131, -6.602270, -1.304802], [-7.099509, -1.355650, -4.047252], [0.711651, 6.553400, 2.390718], [-4.255139, 5.019230, -3.578332], [-6.669269, 0.230040, -3.345282], [-6.279769, -0.682040, -3.797492], [0.568371, 6.799450, 1.338568], [-6.570139, -1.309370, -1.205882], [5.524861, 1.384350, -1.765962], [1.811851, 5.148080, 2.617528], [1.549381, -0.133510, -7.190972], [1.927111, -0.405290, 6.943098], [-4.829939, 2.491320, 5.767468], [-3.250809, 4.572970, -5.767142], [6.909341, 1.615370, -0.587592], [1.395731, 0.777390, -6.612382], [-0.721309, -1.789670, -7.299982], [-6.912539, -0.327290, -0.879722], [-2.517159, 3.799150, -5.541122], [-3.598349, -4.549260, 5.140378], [-3.239519, 1.674180, 5.629708], [6.548711, 0.443840, -2.971642]],
  "forces_ev_per_a": [[-0.2, -0.2, -0.1], [1.3, 1.5, -0.5], [-0.2, -0.5, -0.3], [-0.2, 0.3, 0.5], [0.5, 0.2, -1.8], [0.3, 0.0, 0.7], [0.4, -0.3, -0.1], [0.8, 0.3, -0.1], [-0.2, -0.1, -0.1], [0.1, 0.1, 0.0], [0.0, 0.0, 0.0], [-0.2, 0.9, 0.4], [0.0, 0.1, 0.0], [0.1, -0.3, -0.1], [-0.2, 0.4, -0.3], [-0.5, 0.4, 0.5], [-0.2, 0.1, 0.3], [0.8, 0.7, 0.1], [0.5, -0.3, 0.1], [-2.0, -0.2, 0.7], [-0.1, 0.1, 0.2], [-0.1, 0.2, -0.4], [0.3, -0.4, -0.5], [0.6, 0.0, -0.2], [-0.2, -0.3, 0.1], [0.4, 0.5, -0.1], [0.0, 0.4, 0.2], [2.0, -1.2, 0.1], [-1.5, 0.6, -0.2], [-1.5, -0.1, 0.0], [0.1, 0.1, 0.2], [0.4, -0.3, -0.4], [-0.4, -1.0, 0.1], [-1.4, -0.7, 0.6], [0.0, -0.3, 0.0], [0.3, -0.5, 0.8], [1.2, -0.4, 0.7], [0.1, 0.5, -0.2], [0.0, 0.2, -0.4], [-0.1, 0.0, 0.1], [0.3, 1.1, 0.7], [-1.1, -0.8, 0.1], [0.2, -0.4, -0.6], [-0.3, 0.4, -0.5], [-0.4, -0.2, 0.4], [-0.9, 0.3, 0.8], [-1.5, -1.2, -0.5], [0.1, 0.1, -0.7], [2.3, 0.8, 0.0], [-0.6, -0.1, 0.2], [0.4, 0.1, -0.5], [-0.3, -0.4, -0.1], [-0.2, -0.7, -0.4], [0.5, -0.2, 0.0], [-1.4, 0.6, -0.1], [0.6, 0.0, 0.2], [-0.2, 0.2, 0.2], [0.2, 0.7, 0.8], [0.1, -0.1, 0.1], [0.5, 1.5, -0.9], [0.3, -0.8, 0.4], [-0.1, 0.2, -0.1], [-0.1, 0.0, 0.1], [0.0, 0.5, 0.0], [-0.6, -0.1, -0.8], [0.6, -0.2, -0.6], [0.3, 0.4, 0.0], [-0.3, 0.1, 0.6], [0.0, -0.4, -0.1], [0.8, 1.1, 0.7], [0.2, -0.1, 0.0], [-0.5, 0.0, 1.0], [0.2, -0.2, -0.3], [0.0, 0.2, -0.4], [0.3, 0.3, 0.4], [-0.1, -0.2, 0.1], [0.0, -0.3, 0.7], [0.4, -1.9, 0.0], [1.5, 0.7, -1.0], [-0.6, -0.3, 0.4], [-0.1, -0.4, -0.4], [0.0, -0.3, 0.1], [0.0, -0.1, -0.2], [-1.0, -0.3, -0.4], [-0.2, -0.1, -0.1], [-0.3, 0.3, 0.9], [0.6, 0.4, -0.4], [0.3, 0.4, 0.7], [0.1, 0.0, -0.2], [-0.2, -0.3, -0.3], [-0.4, -0.7, -0.7]],
  "lowdin_charge": [0.05, -0.57, 0.05, 0.05, -0.53, 0.04, 0.06, -0.25, 0.05, 0.06, 0.04, 0.06, 0.87, 0.05, -0.54, -0.25, -0.23, -0.22, 0.05, -0.57, 0.06, 0.05, 0.06, 0.05, 0.05, -0.23, -0.27, -0.56, 0.06, 0.85, 0.06, 0.06, 0.05, 0.87, 0.06, 0.88, -0.55, 0.06, 0.05, 0.05, 0.85, 0.86, -0.29, 0.05, -0.26, 0.85, -0.56, 0.06, 0.87, 0.04, 0.06, 0.07, 0.04, 0.06, -0.24, 0.05, 0.06, -0.55, 0.04, -0.28, -0.56, 0.05, 0.04, 0.05, 0.04, 0.05, 0.04, 0.06, 0.06, 0.06, 0.06, -0.27, 0.05, 0.05, -0.26, 0.07, -0.26, 0.86, 0.86, -0.21, 0.05, 0.05, 0.05, -0.25, 0.06, -0.24, 0.06, -0.25, 0.06, 0.05, -0.26]
}



2.
{
  "formula": "C18H54N2O10",
  "method": "ωB97M-V/def2-TZVPD",
  "e_tot_ev": -42995.654,
  "e_homo_ev": -8.98,
  "mol_weight_g_mol": 458.634,
  "homo_lumo_gap_ha": 0.344,
  "relative_energy_kcal_mol": 0.0,
  "elements": ["H", "C", "H", "H", "H", "H", "H", "O", "H", "H", "H", "O", "O", "C", "H", "C", "C", "H", "H", "C", "H", "H", "C", "O", "H", "O", "H", "C", "H", "O", "C", "H", "H", "H", "H", "H", "H", "H", "H", "C", "H", "O", "C", "C", "H", "H", "H", "H", "H", "C", "C", "H", "C", "C", "H", "H", "C", "O", "H", "H", "H", "H", "H", "C", "H", "C", "H", "H", "H", "H", "H", "H", "H", "H", "H", "H", "H", "N", "N", "H", "O", "O", "H", "H"],
  "positions_angstrom": [[-1.829436, -0.716432, 4.483256], [-2.553824, -1.919641, -0.591237], [-3.108436, -5.221535, -3.816647], [-3.157539, -2.631184, 0.003235], [-1.923062, -3.848593, -5.523101], [0.604970, -0.310426, 4.834385], [3.250461, -1.313878, -0.022970], [-0.171702, 0.221215, 4.666475], [-3.677052, 0.636363, 4.552364], [-1.661036, 4.672154, -0.393686], [2.259964, 1.697124, -1.003938], [-2.708064, -1.031546, 4.220147], [-1.434063, 1.068790, -0.810097], [-0.606660, -3.350969, -1.069117], [0.428631, -3.939780, -3.928385], [3.325562, 2.895449, 1.077584], [2.728151, 4.328440, 1.181196], [3.154774, 0.116928, -1.028559], [-1.947914, -1.450247, 0.104377], [1.370972, -0.424726, 1.085135], [5.111361, 3.523060, 0.098394], [-1.111610, -1.786488, -6.038069], [4.231295, 2.928396, -0.158948], [0.324215, 2.376867, 2.926887], [5.292055, 0.914610, 1.978118], [1.618044, 2.022935, -0.350163], [-2.347696, 1.715453, 0.606571], [4.484260, 1.176989, 2.680446], [-3.591712, 1.869674, 1.561596], [-1.144081, 4.262258, 0.324063], [-2.373329, -4.450318, -3.451073], [-3.172689, -4.434432, -1.489312], [3.345505, 5.069893, 1.671585], [2.474453, 4.624496, 0.204947], [-0.976845, 0.042251, -2.732268], [0.530470, 0.143878, 1.554462], [0.911467, -2.268396, -3.465609], [3.376604, 2.967726, 3.203301], [-0.844329, -3.590677, -0.048516], [-2.235751, -3.415606, -4.522612], [0.230764, -2.633634, -1.016328], [-5.101070, 0.808923, 2.142813], [-1.795224, -2.732137, -1.663398], [3.237790, 0.270292, 2.478957], [4.946739, 1.257416, 3.666683], [4.854828, 3.334914, 2.436899], [3.764113, 3.599050, -0.892288], [-3.230438, 2.093668, 4.538386], [0.949880, 2.282127, 2.137814], [-2.842626, -3.713580, -2.231731], [-1.157486, -2.368291, -4.137992], [-1.743718, 3.683590, 0.839231], [-1.334466, -1.226123, -5.125579], [0.304687, -2.863325, -4.146194], [-3.808757, -3.152954, -2.448835], [-5.910054, 0.850160, 1.625891], [2.636663, 0.397410, 1.076716], [-2.628864, 2.060585, 1.457617], [1.778742, 4.295446, 1.773398], [-1.386901, -5.008453, -3.264450], [-1.246148, 0.144519, -0.737994], [3.556698, -0.748183, 2.640664], [2.484742, 0.604276, 3.196383], [4.050874, 2.629597, 2.397563], [-0.529694, -0.464302, -5.119231], [3.500838, -0.228479, -0.003036], [-0.244707, -4.313978, -1.531127], [-3.210004, -2.943175, -4.635875], [-5.280881, 1.106007, 3.074131], [4.480039, 1.962468, -0.641960], [4.588541, -0.070850, -0.001402], [-0.529682, 2.667332, 2.543196], [1.544527, -1.360734, 1.644444], [0.673711, -2.760024, -5.193632], [1.090277, -0.693610, 0.086527], [-2.782361, -0.988327, 3.267947], [-0.542811, 1.463580, -0.843168], [-1.629530, -1.817226, -2.778028], [2.234741, 1.851514, 0.896005], [-3.264014, -1.208047, -1.002681], [-3.996262, 1.567327, 4.416898], [-0.617852, -0.811057, -2.423326], [-2.351628, -0.910767, -5.104796], [0.009599, 0.916981, 4.030670]],
  "forces_ev_per_a": [[0.3, 0.2, -0.4], [-1.6, -1.7, -0.5], [0.6, 0.6, 0.7], [0.2, 0.2, -0.1], [-0.4, 0.4, 1.0], [0.3, 0.2, -0.2], [0.6, 0.6, 0.1], [-0.8, -0.7, 0.8], [-0.1, 0.8, -0.2], [0.2, -0.5, 0.7], [-0.2, 0.2, -0.1], [-0.5, -0.1, 0.7], [0.3, 1.5, 0.0], [2.1, -1.3, 0.2], [-0.2, 0.5, 0.2], [-0.1, -0.1, -0.3], [-1.6, -1.5, 1.4], [0.3, -0.4, 1.0], [1.5, 1.1, 1.3], [-1.2, 0.2, 0.9], [0.4, -0.5, 0.0], [-0.5, 0.5, -0.6], [0.2, 0.5, -0.3], [0.0, 0.1, -1.0], [-0.2, -0.1, 0.2], [-0.1, -0.1, -0.4], [0.1, -0.4, -0.5], [-0.3, 1.3, -1.0], [0.8, -0.1, 0.1], [-0.2, 0.1, -0.2], [0.4, -1.6, -0.6], [0.3, -0.1, 0.5], [0.6, -0.1, -0.1], [-0.4, 0.8, -1.1], [-0.2, -0.7, 0.2], [0.6, -0.6, -0.2], [0.0, 0.0, -0.2], [0.0, -0.3, -0.2], [0.0, -0.3, 0.6], [1.8, -0.4, -1.3], [-0.3, -0.3, -0.2], [-0.2, 0.2, 0.6], [-2.7, 1.0, -0.7], [1.5, 1.2, 0.3], [-0.3, -0.9, 0.1], [0.8, 0.3, 0.0], [-0.1, -0.6, -0.2], [1.1, 0.8, 0.1], [-0.7, 0.0, 0.8], [-1.3, -0.3, 0.6], [-1.0, 0.5, 1.7], [-0.1, 0.3, -0.5], [1.9, -1.1, -0.7], [-0.3, -0.6, -1.0], [1.3, -0.4, 0.0], [-0.1, 0.0, 0.2], [0.0, 0.7, 0.7], [-0.7, 0.5, 0.7], [0.7, 0.0, -0.4], [-1.4, 0.8, -0.2], [0.1, -1.0, 0.0], [-0.3, -0.5, 0.2], [-0.1, -0.4, 0.1], [-0.9, -0.5, 0.1], [-0.8, -0.1, 0.5], [-0.1, -0.3, -1.8], [-0.4, 1.1, 0.2], [0.1, 0.3, -0.2], [0.4, -0.1, -1.2], [0.1, 0.7, 0.5], [-0.4, -0.1, 0.4], [0.5, -0.3, 0.2], [-0.1, 0.4, -0.2], [0.0, 0.1, 0.7], [-0.4, -0.1, -0.6], [0.2, 0.2, -0.3], [-0.3, 0.2, 0.2], [1.7, 1.0, -2.0], [0.8, 0.1, 0.8], [0.1, 0.1, -0.3], [-0.9, -1.7, 0.4], [-0.3, -0.5, -0.1], [-0.5, 0.8, -0.1], [0.5, 0.6, -0.6]],
  "lowdin_charge": [0.00, -0.03, 0.13, 0.10, 0.14, 0.04, 0.10, -0.05, 0.04, 0.04, 0.08, -0.06, -0.05, -0.03, 0.08, -0.48, -0.02, 0.10, 0.04, -0.04, 0.09, 0.08, -0.03, -0.09, 0.11, -0.02, -0.02, -0.15, 0.03, -0.08, -0.21, 0.12, 0.09, 0.06, 0.10, 0.10, 0.07, 0.13, 0.08, -0.17, 0.08, -0.08, -0.55, -0.12, 0.11, 0.11, 0.08, 0.03, 0.03, -0.16, -0.49, -0.01, -0.05, -0.02, 0.15, 0.04, -0.51, -0.08, 0.09, 0.12, -0.01, 0.12, 0.11, -0.15, 0.10, -0.04, 0.10, 0.12, 0.05, 0.07, 0.08, 0.04, 0.10, 0.09, 0.05, 0.03, 0.05, -0.04, -0.11, 0.10, -0.06, -0.09, 0.08, -0.01]
}